Record 1
{
  "formula": "C36H37ClN6O2PSn",
  "method": "ωB97M-V with the def2-TZVPD basis set",
  "gap_ev": [6.630, 6.803],
  "de_lowest_kcal_mol": 59.6,
  "multiplicity": 1,
  "lumo_ha": [-0.1256, -0.1193],
  "charge": 1,
  "symbols": ["Sn", "C", "C", "C", "C", "C", "C", "C", "C", "C", "C", "H", "H", "H", "H", "H", "H", "H", "H", "H", "H", "H", "H", "H", "H", "H", "Cl", "C", "C", "C", "C", "C", "C", "P", "C", "C", "C", "C", "C", "C", "C", "C", "C", "C", "C", "C", "H", "H", "H", "H", "H", "H", "H", "H", "H", "H", "H", "H", "H", "H", "N", "C", "N", "C", "N", "N", "C", "N", "C", "C", "C", "C", "C", "N", "H", "H", "H", "H", "H", "H", "H", "H", "O", "O"],
  "xyz": [[-1.1998, 0.6751, -1.2375], [-1.0009, -2.5535, -2.9620], [0.3878, -2.2579, -2.8480], [0.7000, -2.3197, -1.5088], [-0.5259, -2.6661, -0.7490], [-1.5593, -2.7530, -1.6331], [-3.0006, -3.0773, -1.3618], [-0.5107, -2.9684, 0.7130], [2.0413, -2.1215, -0.8808], [1.3484, -2.0050, -3.9805], [-1.7440, -2.8385, -4.2222], [-3.6708, -2.3002, -1.7432], [-3.1870, -3.1714, -0.2923], [-3.3002, -4.0167, -1.8336], [-0.0178, -2.1729, 1.2811], [0.0499, -3.8893, 0.9029], [-1.5119, -3.0968, 1.1202], [2.0646, -1.2044, -0.2779], [2.8282, -2.0480, -1.6319], [2.2841, -2.9465, -0.2077], [1.8992, -1.0692, -3.8479], [0.8278, -1.9470, -4.9379], [2.0899, -2.8032, -4.0633], [-2.8147, -2.6517, -4.1152], [-1.6353, -3.8999, -4.4750], [-1.3638, -2.2708, -5.0713], [-1.3685, 3.1202, 0.8124], [-1.2744, 3.2127, 2.5668], [-1.7555, 4.3911, 3.1187], [-1.7483, 4.5444, 4.4927], [-1.2765, 3.5199, 5.3051], [-0.8027, 2.3521, 4.7321], [-0.7815, 2.1761, 3.3466], [-0.1185, 0.6271, 2.6018], [-1.0137, -0.6439, 3.5725], [-2.3212, -0.9035, 3.1565], [-3.1110, -1.8152, 3.8408], [-2.5947, -2.4896, 4.9395], [-1.2951, -2.2413, 5.3564], [-0.5037, -1.3206, 4.6765], [1.6055, 0.6027, 3.2224], [2.2761, 1.7764, 3.5716], [3.6342, 1.7517, 3.8684], [4.3396, 0.5575, 3.8203], [3.6832, -0.6158, 3.4716], [2.3298, -0.5905, 3.1630], [-2.1360, 5.1756, 2.4762], [-2.1170, 5.4657, 4.9279], [-1.2810, 3.6345, 6.3823], [-0.4418, 1.5526, 5.3669], [-2.7221, -0.3786, 2.2955], [-4.1275, -2.0051, 3.5169], [-3.2033, -3.2145, 5.4660], [-0.8951, -2.7573, 6.2207], [0.5086, -1.1326, 5.0116], [1.7372, 2.7148, 3.6204], [4.1424, 2.6665, 4.1504], [5.3997, 0.5420, 4.0448], [4.2241, -1.5539, 3.4416], [1.8326, -1.5126, 2.8791], [1.9535, 1.6980, 0.0081], [1.9991, 1.7943, -1.3231], [3.1228, 2.2410, -1.8681], [3.1511, 2.2451, -3.1983], [4.2541, 2.6917, -3.7980], [2.1439, 1.8234, -4.0038], [1.0668, 1.4296, -3.3779], [0.9128, 1.3812, -2.0400], [-0.1112, 1.0327, -4.2026], [-0.1413, 1.2453, -5.5622], [-1.3253, 0.9841, -6.2492], [-2.4248, 0.5325, -5.5507], [-2.3049, 0.3207, -4.1857], [-1.1622, 0.5313, -3.5348], [2.7356, 2.0517, 0.5337], [1.0984, 1.4656, 0.4917], [5.0146, 3.0406, -3.2416], [4.3013, 2.7047, -4.8007], [0.7420, 1.6247, -6.0535], [-1.3808, 1.1441, -7.3181], [-3.3712, 0.3438, -6.0414], [-3.1268, -0.0895, -3.6165], [-2.3828, 2.4280, -1.7705], [-3.0670, 2.5006, -2.8695]]
}

Record 2
{
  "formula": "C4H10SSi",
  "method": "ωB97M-V with the def2-TZVPD basis set",
  "gap_ev": 8.742,
  "de_lowest_kcal_mol": 25.6,
  "multiplicity": 1,
  "lumo_ha": 0.0328,
  "charge": 0,
  "symbols": ["S", "C", "C", "C", "C", "Si", "H", "H", "H", "H", "H", "H", "H", "H", "H", "H"],
  "xyz": [[0.5013, 1.5797, 1.3851], [0.7298, 0.6130, -1.8712], [-0.8611, -1.6049, -0.0615], [1.2924, -0.0992, 1.2397], [-1.0996, 1.0684, 0.8389], [0.0239, -0.0014, -0.2079], [1.6046, 1.2562, -1.7557], [-0.0499, 1.3132, -2.1489], [0.8130, -0.1476, -2.6329], [-1.6275, -1.5487, 0.6854], [-0.1038, -2.2935, 0.3417], [-1.2056, -2.0249, -0.9642], [2.3556, 0.0476, 1.2161], [1.0561, -0.7357, 2.0215], [-1.7992, 0.6469, 1.5562], [-1.6301, 1.9309, 0.3576]]
}

Record 3
{
  "formula": "H11O5S",
  "method": "ωB97M-V with the def2-TZVPD basis set",
  "gap_ev": 7.761,
  "de_lowest_kcal_mol": 18.5,
  "multiplicity": 1,
  "lumo_ha": 0.1283,
  "charge": -1,
  "symbols": ["S", "H", "H", "H", "O", "H", "H", "O", "H", "H", "O", "H", "H", "O", "H", "H", "O"],
  "xyz": [[-1.2810, -1.0894, 0.6330], [-1.5270, -2.0049, 1.5489], [1.0950, 0.0790, 2.1633], [-0.1163, -0.5064, 2.8171], [0.5893, 0.0924, 2.9935], [0.4298, 0.6355, 0.1459], [1.0531, 1.9735, 0.2910], [1.1956, 1.1435, -0.1249], [-1.3805, 2.2669, 0.6663], [-1.0007, 1.4443, 1.9171], [-1.1627, 2.3605, 1.6263], [1.4198, 0.1180, -2.4774], [0.0711, 0.4978, -2.9368], [0.9042, 0.1613, -3.3071], [-0.1853, -2.4679, -1.1852], [-0.1606, -1.9531, -2.6491], [0.0562, -2.7510, -2.1219]]
}

Record 4
{
  "formula": "C2H3N2S",
  "method": "ωB97M-V with the def2-TZVPD basis set",
  "gap_ev": [8.368, 8.251],
  "de_lowest_kcal_mol": 52.9,
  "multiplicity": 3,
  "lumo_ha": [-0.2059, -0.3295],
  "charge": 1,
  "s2": 2.024,
  "symbols": ["C", "C", "N", "N", "S", "H", "H", "H"],
  "xyz": [[0.2811, 1.1926, -0.0657], [-0.8965, 0.6480, -0.0152], [1.5026, 0.9322, 0.0892], [0.2332, -1.2615, 0.0408], [1.6405, -0.6901, -0.0454], [-1.5173, 0.6611, 0.9438], [-1.6123, 0.8303, -0.8727], [0.3688, -2.3126, -0.0748]]
}

Record 5
{
  "formula": "C28H27CaN6O2S2",
  "method": "ωB97M-V with the def2-TZVPD basis set",
  "gap_ev": 4.926,
  "multiplicity": 1,
  "lumo_ha": 0.0699,
  "charge": -1,
  "symbols": ["Ca", "C", "C", "C", "C", "C", "C", "N", "C", "C", "C", "C", "C", "C", "N", "N", "C", "C", "C", "C", "C", "N", "H", "H", "H", "H", "H", "H", "H", "H", "H", "H", "H", "H", "H", "C", "C", "S", "C", "C", "S", "H", "H", "H", "H", "H", "H", "O", "C", "N", "C", "O", "C", "C", "C", "C", "N", "C", "H", "H", "H", "H", "H", "H", "H", "H"],
  "xyz": [[-0.3183, 0.6675, 1.1195], [0.4290, 0.5909, -4.6694], [1.4911, 1.1527, -3.9710], [1.2963, 1.7249, -2.7261], [0.0221, 1.7632, -2.1460], [-1.0394, 1.2020, -2.8618], [-0.8370, 0.6175, -4.1034], [-0.1884, 2.2273, -0.8478], [0.2242, 3.4597, -0.5300], [0.6023, 4.4595, -1.4860], [0.9916, 5.7161, -1.1102], [1.0476, 6.1115, 0.2396], [0.6813, 5.1933, 1.1908], [0.2772, 3.9050, 0.8280], [-0.1187, 2.9741, 1.7849], [0.0065, 3.2543, 2.9972], [-0.4551, 2.2081, 3.8716], [-0.0137, 2.3139, 5.1847], [-0.4472, 1.3585, 6.0851], [-1.2995, 0.3590, 5.6424], [-1.6706, 0.3397, 4.3076], [-1.2689, 1.2585, 3.4292], [0.5877, 0.1270, -5.6345], [2.4903, 1.1247, -4.3902], [2.1368, 2.1243, -2.1709], [-2.0264, 1.2172, -2.4143], [-1.6778, 0.1752, -4.6250], [0.5564, 4.2096, -2.5375], [1.2531, 6.4297, -1.8842], [1.3599, 7.1106, 0.5103], [0.6938, 5.4430, 2.2428], [0.6616, 3.1118, 5.4534], [-0.1177, 1.3902, 7.1159], [-1.6573, -0.4198, 6.3010], [-2.2977, -0.4515, 3.9218], [3.6921, -1.9622, 2.1569], [2.2638, -1.4548, 2.1285], [2.1915, 0.3259, 1.9804], [1.2258, -2.3103, 2.2347], [1.4549, -3.7971, 2.3774], [-0.5153, -1.9341, 2.2814], [4.3807, -1.1275, 2.0484], [3.9028, -2.6727, 1.3501], [3.9280, -2.4681, 3.0988], [2.5042, -4.0838, 2.3079], [0.8970, -4.3398, 1.6100], [1.0664, -4.1462, 3.3388], [-5.3631, -3.4762, -2.1261], [-4.2167, -4.0152, -2.7534], [-3.1139, -3.2132, -2.2967], [-1.8651, -3.4855, -2.7512], [-1.6925, -4.3205, -3.6293], [-0.7349, -2.6958, -2.1830], [0.5502, -2.9490, -2.6606], [1.6062, -2.2363, -2.1360], [1.3497, -1.2759, -1.1644], [0.1259, -1.0222, -0.7123], [-0.8835, -1.7303, -1.1998], [-6.0982, -4.0779, -2.2708], [-4.2838, -3.9471, -3.8431], [-4.0697, -5.0660, -2.4761], [-3.2716, -2.6604, -1.4720], [0.6832, -3.7049, -3.4222], [2.6224, -2.4042, -2.4645], [2.1385, -0.6840, -0.7104], [-1.8503, -1.5143, -0.7589]]
}

Record 6
{
  "formula": "C20H32N6O6",
  "method": "ωB97M-V with the def2-TZVPD basis set",
  "gap_ev": 8.601,
  "de_lowest_kcal_mol": 0.0,
  "multiplicity": 1,
  "smiles": "Cn1c(=O)c2c(ncn2CC2OCCO2)n(C)c1=O.CC[C@H](C)[C@H](NC(C)=O)C(=O)NC",
  "lumo_ha": 0.0095,
  "charge": 0,
  "symbols": ["C", "N", "C", "O", "C", "C", "N", "C", "N", "C", "C", "O", "C", "C", "O", "N", "C", "C", "O", "H", "H", "H", "H", "H", "H", "H", "H", "H", "H", "H", "H", "H", "H", "C", "C", "C", "C", "C", "N", "C", "C", "O", "C", "O", "N", "C", "H", "H", "H", "H", "H", "H", "H", "H", "H", "H", "H", "H", "H", "H", "H", "H", "H", "H"],
  "xyz": [[3.3711, 3.1266, -1.5228], [1.9160, 3.1828, -1.7244], [1.2915, 2.5224, -2.7650], [1.9490, 1.9241, -3.6049], [-0.1531, 2.5366, -2.8830], [-0.8602, 3.2557, -1.9798], [-2.2200, 3.1790, -2.2177], [-2.3393, 2.4031, -3.2679], [-1.1014, 1.9637, -3.7181], [-0.8700, 0.9896, -4.8041], [-1.4866, -0.3799, -4.5045], [-2.9197, -0.3172, -4.5215], [-3.4150, -0.9051, -3.3158], [-2.2138, -1.5763, -2.6821], [-1.1076, -0.8519, -3.2077], [-0.2575, 3.9587, -0.9535], [-1.0476, 4.7402, 0.0028], [1.1193, 3.8712, -0.8272], [1.6531, 4.4317, 0.1222], [3.5997, 2.5985, -0.5913], [3.8917, 2.6111, -2.3360], [3.7833, 4.1396, -1.4609], [-3.2880, 2.1328, -3.7218], [-1.2856, 1.3778, -5.7381], [0.2018, 0.8518, -4.9627], [-1.1459, -1.0902, -5.2662], [-4.2108, -1.6286, -3.5183], [-3.8102, -0.1306, -2.6509], [-2.2539, -1.5176, -1.5897], [-2.1576, -2.6297, -2.9759], [-2.1126, 4.7435, -0.2477], [-0.7054, 5.7803, 0.0152], [-0.9397, 4.3247, 1.0102], [1.5304, -0.0280, -0.5096], [1.8238, -0.9763, 0.6569], [0.5609, -1.3800, 1.4532], [0.0933, -0.1999, 2.3251], [0.8286, -2.6827, 2.2524], [-0.4324, -3.3566, 2.6531], [-1.2752, -3.1104, 3.6612], [-2.4710, -4.0278, 3.7530], [-1.1390, -2.2242, 4.4916], [1.9406, -2.5295, 3.3153], [3.1111, -2.6570, 2.9665], [1.6181, -2.3105, 4.5932], [2.5834, -2.1798, 5.6812], [0.8075, -0.4813, -1.1876], [1.1385, 0.9177, -0.1407], [2.4536, 0.1640, -1.0562], [2.2824, -1.8709, 0.2333], [2.5523, -0.5094, 1.3215], [-0.2282, -1.5981, 0.7311], [-0.0766, 0.6840, 1.7130], [0.8412, 0.0383, 3.0820], [-0.8492, -0.4374, 2.8121], [1.2698, -3.3702, 1.5304], [-0.6950, -4.1358, 2.0724], [-2.1321, -5.0570, 3.8569], [-3.0602, -3.7505, 4.6268], [-3.0784, -3.9205, 2.8566], [0.6338, -2.1878, 4.8067], [3.1997, -1.2936, 5.5192], [3.2317, -3.0578, 5.7041], [2.0612, -2.0894, 6.6345]]
}

Record 7
{
  "formula": "C17H29Cl15O10",
  "method": "ωB97M-V with the def2-TZVPD basis set",
  "gap_ev": 9.956,
  "multiplicity": 1,
  "smiles": "COC(=O)OC.COC(=O)OC.COC(=O)OC.ClC(Cl)Cl.ClC(Cl)Cl.ClC(Cl)Cl.ClC(Cl)Cl.ClC(Cl)Cl.CC(C)=O",
  "lumo_ha": 0.0076,
  "charge": 0,
  "symbols": ["C", "O", "C", "O", "O", "C", "H", "H", "H", "H", "H", "H", "C", "O", "C", "O", "O", "C", "H", "H", "H", "H", "H", "H", "C", "O", "C", "O", "O", "C", "H", "H", "H", "H", "H", "H", "Cl", "C", "Cl", "Cl", "H", "Cl", "C", "Cl", "Cl", "H", "Cl", "C", "Cl", "Cl", "H", "Cl", "C", "Cl", "Cl", "H", "Cl", "C", "Cl", "Cl", "H", "C", "C", "C", "O", "H", "H", "H", "H", "H", "H"],
  "xyz": [[0.9170, 7.2970, 3.3866], [1.4360, 6.3833, 2.4270], [1.1631, 5.0954, 2.6160], [0.8984, 4.5833, 3.6628], [1.2547, 4.4998, 1.4323], [1.2609, 3.0846, 1.5415], [-0.0489, 7.6718, 3.0494], [1.5875, 8.1529, 3.3947], [0.8704, 6.8205, 4.3617], [1.2808, 2.5964, 0.5740], [0.3633, 2.7687, 2.0755], [2.0992, 2.6722, 2.1064], [3.3372, 0.4892, -6.5530], [3.6701, 0.7131, -5.1932], [2.6885, 0.5649, -4.3077], [1.5534, 0.2901, -4.6020], [3.1730, 0.8099, -3.1214], [2.3779, 0.5638, -1.9654], [2.4767, 1.0994, -6.8343], [3.1142, -0.5700, -6.7087], [4.2006, 0.7577, -7.1549], [2.3949, -0.4928, -1.7053], [1.3347, 0.8491, -2.1120], [2.7805, 1.1562, -1.1524], [-2.3235, 2.5292, 0.5879], [-2.1814, 2.0210, -0.7258], [-1.2889, 2.5353, -1.5585], [-0.4092, 3.2945, -1.2649], [-1.6173, 2.1157, -2.7868], [-0.7852, 2.5542, -3.8487], [-3.3587, 2.3745, 0.8744], [-2.0061, 3.5739, 0.6413], [-1.6524, 2.0167, 1.2830], [-1.3051, 2.3945, -4.7886], [0.1885, 2.0740, -3.7999], [-0.6068, 3.6352, -3.8256], [-0.3088, -3.8542, 3.6943], [1.1928, -4.4350, 4.3570], [2.5536, -4.0506, 3.3088], [1.0880, -6.2007, 4.5912], [1.4203, -3.9397, 5.2927], [-0.1583, -2.4622, -2.8988], [0.1017, -2.9332, -4.6222], [-1.4255, -3.4721, -5.3297], [1.2874, -4.2062, -4.6798], [0.4619, -2.0351, -5.1095], [-1.7085, -0.7516, 5.6793], [-2.8739, -1.6684, 6.6696], [-3.0248, -0.9536, 8.2957], [-2.4667, -3.3734, 6.7620], [-3.8531, -1.5970, 6.2177], [-1.5498, -5.5321, -2.0225], [-0.7661, -6.7070, -0.9559], [-0.3792, -5.9898, 0.6407], [0.7183, -7.3711, -1.6621], [-1.4422, -7.5218, -0.7413], [-5.4404, -0.8411, -1.0875], [-4.1326, -1.5995, -0.1180], [-4.1049, -0.8424, 1.4881], [-2.5892, -1.4199, -0.9531], [-4.3942, -2.6412, -0.0009], [0.6194, -2.3212, 0.6160], [0.7881, -0.9526, 1.2353], [-0.2508, -0.4169, 2.1628], [1.7445, -0.2780, 0.9090], [0.2025, -3.1448, 1.1802], [1.5477, -2.5301, 0.0873], [-0.0847, -2.0555, -0.1849], [0.0101, 0.6113, 2.4042], [-0.3574, -1.0838, 3.0217], [-1.2629, -0.4044, 1.7473]]
}

Record 8
{
  "formula": "C2Cl2S",
  "method": "ωB97M-V with the def2-TZVPD basis set",
  "gap_ev": [6.438, 6.509],
  "de_lowest_kcal_mol": 60.0,
  "multiplicity": 1,
  "lumo_ha": [-0.0983, -0.0973],
  "charge": 0,
  "symbols": ["C", "C", "S", "Cl", "Cl"],
  "xyz": [[-0.5683, 0.5371, -0.1517], [0.5646, -0.0150, 0.0361], [0.5632, -1.6790, -0.0027], [-2.1065, 0.9432, 0.0306], [2.5230, 0.8781, -0.0221]]
}

E_tot in Ha, matching the order above: -2888.65415; -846.04937; -781.05803; -585.20947; -3036.35694; -1561.35402; -8320.41822; -1394.60988
Max |F| in eV/A, matching the order above: 0.75; 3.36; 1.75; 6.84; 0.95; 2.92; 1.46; 3.18